# 1
{
  "formula": "C6H8CeCl2N2O3STm",
  "method": "wB97M-V/def2-TZVPD",
  "elements": ["Tm", "Ce", "Cl", "Cl", "S", "O", "O", "O", "N", "N", "C", "C", "C", "C", "C", "C", "H", "H", "H", "H", "H", "H", "H", "H"],
  "xyz": [[-2.16588, -1.54145, -5.99016], [0.84264, -0.02127, -0.67508], [-2.12514, -2.53527, -3.81759], [0.93928, 1.02945, -3.02897], [-1.48838, -0.82968, 0.29309], [1.17701, 3.15178, 0.61724], [0.20826, 0.99851, -6.57896], [1.11415, -2.34470, -6.28378], [-0.91747, 0.88106, 2.27151], [0.69232, -0.85823, 1.83980], [-0.99676, 1.04591, 3.73898], [-0.04260, -2.19134, -6.35795], [1.14729, 2.04230, 0.25340], [-0.65902, 0.25152, -6.39734], [-0.57543, -0.27696, 1.63561], [1.58712, -0.45525, 2.96466], [1.81588, 0.61148, 2.88607], [-0.32012, 1.85329, 4.04504], [0.60168, -1.88471, 1.74694], [-2.02139, 1.34055, 4.00164], [2.51234, -1.02122, 2.84245], [-1.69881, 1.34685, 1.79817], [1.11945, -0.71121, 3.92233], [-0.74644, 0.11858, 4.27289]],
  "multiplicity": 4,
  "lumo_energy_ev": [-15.636, -15.559],
  "energy_ha": -3445.96434,
  "charge": 4
}

=====

# 2
{
  "formula": "C6H8Cl2N2O",
  "method": "wB97M-V/def2-TZVPD",
  "elements": ["Cl", "Cl", "O", "N", "N", "C", "C", "C", "C", "C", "C", "H", "H", "H", "H", "H", "H", "H", "H"],
  "xyz": [[1.97966, -1.87849, -0.08224], [3.36700, 0.68451, -0.77557], [-0.83060, -0.85648, 2.05172], [-1.05824, -0.24282, -0.20457], [1.84884, 2.00901, -0.01555], [-1.26398, 0.88489, -1.06984], [0.11924, 1.06169, 1.49772], [3.27246, -0.71928, 0.00619], [-1.74266, -1.48426, -0.64215], [-0.71730, -0.07321, 1.11541], [0.98609, 1.64134, 0.70124], [-1.97378, 0.65970, -1.89753], [-2.83357, -1.09700, -0.97320], [-1.83365, -2.23230, 0.17695], [-1.75437, 1.73052, -0.39425], [-0.34458, 1.35168, -1.57896], [0.21460, 1.23135, 2.58206], [3.68756, -0.76975, 0.98174], [-1.12272, -1.90110, -1.47919]],
  "multiplicity": 1,
  "de_lowest_kcal_mol": 84.3,
  "lumo_energy_ev": [-0.430, -1.646],
  "energy_ha": -1338.36890
}

=====

# 3
{
  "formula": "C6H8Cl2N2O2",
  "method": "wB97M-V/def2-TZVPD",
  "elements": ["Cl", "Cl", "O", "O", "N", "N", "C", "C", "C", "C", "C", "C", "H", "H", "H", "H", "H", "H", "H", "H"],
  "xyz": [[-3.87511, -1.40744, 0.56389], [-1.36380, 3.34178, 0.37200], [1.80115, 0.67118, -0.11064], [2.82879, -1.03363, 0.67366], [-1.82398, -0.20722, -0.80392], [-1.10927, 0.94158, -0.83230], [1.77031, -0.64957, 0.06987], [-1.66732, 1.69532, 0.07638], [-2.75328, -0.15272, 0.14150], [-2.73723, 1.08567, 0.70425], [3.96689, -0.24625, 1.14151], [-1.37203, -1.41007, -1.57794], [-3.37890, 1.47749, 1.53249], [-0.24464, -1.49420, -1.70638], [0.92558, 1.02318, -0.42384], [4.26470, 0.47534, 0.36023], [-1.81888, -2.33757, -1.11045], [-1.86579, -1.36276, -2.47744], [3.68802, 0.49575, 2.14712], [4.76478, -0.90584, 1.26001]],
  "multiplicity": 1,
  "de_lowest_kcal_mol": 93.4,
  "lumo_energy_ev": 0.740,
  "energy_ha": -1413.68708
}